{
  "formula": "C6H3N2O4S3Sn",
  "method": "the ωB97M-V functional and the def2-TZVPD basis",
  "symbols": ["Sn", "O", "C", "O", "C", "C", "N", "N", "C", "C", "O", "O", "H", "H", "H", "S", "C", "S", "S"],
  "coordinates": [[1.6298, -1.5201, 2.2408], [-3.2093, 0.3080, -2.4502], [-2.3792, 0.8781, -1.5285], [-2.6789, 1.9026, -1.0009], [-1.0925, 0.1486, -1.3561], [-0.1371, -0.0339, -2.3294], [0.8839, -0.6919, -1.7428], [0.6479, -0.9582, -0.4565], [-0.5414, -0.4523, -0.1994], [-1.1954, -0.6291, 1.1443], [-2.4120, -0.5595, 1.1827], [-0.4124, -0.8681, 2.1376], [-2.8670, -0.5684, -2.6625], [-0.1044, 0.2864, -3.3576], [1.7757, -0.9335, -2.1364], [4.0357, 2.2034, 3.6336], [3.0626, 0.9704, 3.1520], [2.2107, -0.0696, 4.2625], [2.7833, 0.5873, 1.4667]],
  "spin_multiplicity": 1,
  "relative_energy_kcal_mol": 0.0,
  "molar_mass_g_mol": 382.0,
  "homo_lumo_gap_ev": 7.04,
  "charge": -1
}

---

{
  "formula": "C5H7NO3",
  "method": "the ωB97M-V functional and the def2-TZVPD basis",
  "symbols": ["C", "C", "C", "C", "O", "N", "C", "O", "O", "H", "H", "H", "H", "H", "H", "H"],
  "coordinates": [[-0.3568, -0.0634, -0.0531], [-1.4703, 0.8323, 0.4871], [-0.9002, -1.1076, -1.0270], [0.7263, 0.7963, -0.7466], [1.8898, 0.6206, -0.0830], [0.3681, -0.7074, 1.0450], [1.5506, -0.3514, 1.0341], [0.5671, 1.4951, -1.7021], [2.6251, -0.5713, 1.7250], [3.3051, -0.0192, 1.2642], [-1.9271, 1.3653, -0.3429], [-2.2160, 0.2243, 0.9935], [-1.0699, 1.5571, 1.1944], [-0.0979, -1.7501, -1.3869], [-1.3502, -0.5974, -1.8750], [-1.6437, -1.7230, -0.5267]],
  "smiles": "CC1(C)N=C(O)OC1=O",
  "spin_multiplicity": 1,
  "relative_energy_kcal_mol": 22.1,
  "molar_mass_g_mol": 129.1,
  "homo_lumo_gap_ev": 10.68
}

---

Electronic energy (computed, eV): -55782.1161 -12931.2274
HOMO energy (computed, eV): -4.663 -10.193